[1]
{"formula": "C8H13N", "method": "ωB97M-V/def2-TZVPD", "largest_force_ev_per_a": 3.40, "smiles": "C1CC2(CNC2)[C@@H]2C[C@@H]12", "homo_lumo_gap_ev": 9.56, "charge": 0, "species": ["C", "C", "C", "C", "N", "C", "C", "C", "C", "H", "H", "H", "H", "H", "H", "H", "H", "H", "H", "H", "H", "H"], "xyz": [[1.660935, 1.270713, 0.236948], [0.120702, 1.522640, -0.042552], [-0.620647, 0.083906, -0.162543], [-1.388862, -0.444702, 1.002795], [-2.719633, -0.161139, 0.311791], [-1.904739, 0.006476, -0.956377], [0.642004, -0.713402, -0.613333], [1.797763, -1.579788, -0.181657], [1.590408, -0.263027, 0.450417], [2.086084, 1.705082, 1.138005], [2.342551, 1.573382, -0.575133], [-0.417539, 2.078930, 0.697793], [0.120885, 2.044714, -1.036686], [-1.183437, -0.074366, 2.074966], [-1.154776, -1.540452, 1.192734], [-3.303050, -1.028790, 0.356401], [-1.946659, -0.847550, -1.659589], [-2.083416, 0.892044, -1.556228], [0.861770, -0.057652, -1.530585], [1.952157, -2.418426, 0.509235], [2.558397, -1.643921, -1.077876], [0.989105, -0.404674, 1.421474]], "forces_ev_per_angstrom": [[0.312, -1.307, 0.531], [0.182, -0.579, -1.269], [2.122, -0.351, -0.511], [-0.287, -1.096, 2.881], [1.059, -1.053, 0.410], [-0.595, -0.422, -0.644], [-1.222, 2.138, -1.170], [2.722, -0.296, -2.008], [-0.885, 1.155, 1.538], [-0.367, 0.441, 0.140], [-0.564, -0.187, 0.018], [-0.024, 0.721, 0.369], [-0.669, -0.339, 0.894], [-0.768, 0.363, -1.607], [-0.483, 0.822, -0.756], [0.602, 1.202, -0.442], [0.073, 0.175, 0.484], [-0.604, 0.325, 0.134], [0.459, -1.867, 0.654], [-0.919, 0.098, -0.468], [-1.480, 0.058, 1.887], [1.338, 0.000, -1.067]], "lowdin_charge": [-0.128, -0.081, -0.417, -0.189, -0.010, -0.152, -0.208, -0.056, -0.287, 0.091, 0.109, 0.099, 0.117, 0.126, 0.127, 0.103, 0.121, 0.099, 0.153, 0.099, 0.139, 0.145]}

***

[2]
{"formula": "C8H13N2", "method": "ωB97M-V/def2-TZVPD", "largest_force_ev_per_a": 3.98, "smiles": "C/[NH+]=C/[C@H]1C=CCC(N)=C1", "homo_lumo_gap_ev": 7.12, "charge": 1, "species": ["C", "N", "C", "C", "C", "C", "C", "C", "N", "C", "H", "H", "H", "H", "H", "H", "H", "H", "H", "H", "H", "H", "H"], "xyz": [[-0.468918, 3.715756, -0.819877], [-0.517275, 2.426466, -0.166805], [-0.344355, 1.302699, -0.857768], [-0.236097, -0.044392, -0.332326], [0.664009, -1.006534, -1.165720], [0.591760, -2.298662, -0.895848], [-0.188897, -2.842694, 0.304252], [0.161135, -1.860815, 1.405283], [0.517109, -2.425581, 2.552694], [0.035086, -0.520333, 1.101036], [-1.371590, 4.032291, -1.244455], [-0.070493, 4.432770, -0.236982], [0.185322, 3.652126, -1.647356], [-0.615981, 2.404488, 0.845596], [-0.091453, 1.530347, -1.903100], [-1.135378, -0.391165, -0.867381], [0.928286, -0.572122, -2.134428], [1.344095, -3.014303, -1.349494], [-1.217222, -2.842327, -0.041489], [0.081693, -3.847233, 0.640053], [0.152075, -3.377357, 2.785076], [0.708899, -1.897425, 3.304126], [0.311618, 0.249716, 1.880364]], "forces_ev_per_angstrom": [[-0.216, -1.828, -1.605], [0.105, -2.231, -0.807], [1.618, 2.446, 2.007], [0.991, -2.098, 0.197], [-1.309, 1.060, -1.577], [2.194, -1.840, 0.027], [1.213, 0.967, -0.392], [-2.227, 1.694, -2.068], [-0.772, -3.732, -1.139], [-0.129, 1.129, 1.523], [-1.745, 0.308, -0.090], [1.094, 2.286, 2.414], [0.891, -0.279, -0.927], [-0.112, -0.239, -0.201], [-0.570, -0.630, 0.170], [-1.138, -0.369, 0.578], [0.894, -0.556, 0.329], [-1.390, 0.929, -0.068], [-0.478, 0.095, 0.529], [0.087, 0.102, -0.551], [0.668, 1.422, -0.517], [0.788, 2.268, 3.118], [-0.456, -0.903, -0.946]], "lowdin_charge": [-0.008, 0.068, 0.043, -0.260, -0.066, -0.074, -0.090, -0.352, 0.153, -0.023, 0.096, 0.071, 0.093, 0.173, 0.165, 0.177, 0.116, 0.142, 0.129, 0.119, 0.150, 0.062, 0.115]}

***

[3]
{"formula": "C8H13N2O", "method": "ωB97M-V/def2-TZVPD", "largest_force_ev_per_a": 5.00, "homo_lumo_gap_ev": [8.26, 8.26], "charge": 1, "species": ["C", "C", "C", "C", "C", "C", "C", "C", "N", "N", "O", "H", "H", "H", "H", "H", "H", "H", "H", "H", "H", "H", "H", "H"], "xyz": [[-1.143373, 0.399918, 1.521877], [-0.355865, -0.587697, 1.036965], [1.858957, -0.129328, -0.994899], [-1.803175, 1.384123, 0.653140], [-1.995371, 0.763355, -0.789035], [-0.224360, -0.779796, -0.352902], [-0.748857, 0.181563, -1.405542], [0.237845, -1.577191, 1.903728], [1.472241, 0.985075, -1.455982], [3.027519, -0.581041, -0.557762], [0.179649, 1.319945, -1.479821], [-1.244474, 0.512174, 2.601860], [-2.688494, 1.886905, 1.114836], [-1.109997, 2.194195, 0.442946], [-2.845594, -0.053875, -0.976938], [-2.364793, 1.559659, -1.348490], [-0.102298, -1.799056, -0.702673], [-0.864718, -0.195162, -2.422312], [0.790099, -2.329544, 1.263007], [-0.374381, -1.973381, 2.689400], [1.054606, -1.188307, 2.440526], [2.161030, 1.660582, -1.890275], [3.184231, -1.492792, -0.339141], [3.899574, -0.160324, -0.952513]], "forces_ev_per_angstrom": [[0.615, 0.081, 0.269], [-1.669, 1.381, 0.482], [-3.010, -2.486, 2.786], [-0.397, -0.535, -1.267], [-2.591, -1.365, 0.371], [2.549, -0.024, -3.055], [0.779, 0.692, 1.823], [1.957, -1.999, -0.485], [3.851, 0.432, -1.140], [1.233, 4.157, -2.498], [-1.893, 1.086, -0.442], [-0.070, -0.200, -0.160], [0.452, -0.838, -0.647], [0.268, 0.361, 0.276], [1.724, 1.506, 1.147], [-0.439, 1.391, -1.461], [-0.056, -0.081, 0.133], [-0.033, -0.361, 0.287], [-1.134, 0.122, 0.927], [-0.660, -0.630, -0.093], [1.209, 1.017, 0.782], [-1.655, -0.389, 0.553], [-0.174, -3.111, 0.761], [-0.854, -0.204, 0.650]], "lowdin_charge": [0.023, -0.313, -0.104, -0.123, -0.113, 0.056, -0.236, -0.045, 0.030, 0.175, -0.048, 0.140, 0.142, 0.120, 0.185, 0.091, 0.131, 0.165, 0.109, 0.095, 0.076, 0.223, 0.071, 0.150]}

***

[4]
{"formula": "C8H13N2O", "method": "ωB97M-V/def2-TZVPD", "largest_force_ev_per_a": 5.29, "homo_lumo_gap_ev": 10.12, "charge": 1, "species": ["C", "C", "C", "C", "C", "C", "C", "C", "N", "N", "O", "H", "H", "H", "H", "H", "H", "H", "H", "H", "H", "H", "H", "H"], "xyz": [[-1.801433, -0.120058, 1.021515], [-3.289400, -0.262938, 0.819349], [-1.462099, 0.294316, -0.376624], [1.379476, -2.029756, 0.837646], [0.710772, -2.518467, -0.062467], [2.020919, 0.508993, -1.453471], [1.258795, 1.508606, 0.686667], [-0.269654, 0.534866, -0.917069], [-3.676880, 0.065843, -0.331932], [1.088488, 0.447856, -0.298937], [-2.553880, 0.349007, -1.108277], [-1.312346, -1.161419, 1.398003], [-4.068604, -0.639244, 1.540157], [1.909729, -1.558282, 1.597268], [-1.650457, 0.522914, 1.776158], [0.222172, -3.175762, -0.742314], [1.838714, -0.412186, -1.904476], [1.849442, 1.187827, -2.242264], [3.107710, 0.578099, -1.043778], [1.153070, 2.554653, 0.212235], [0.656887, 1.441869, 1.494082], [2.232850, 1.571486, 0.983395], [-0.407076, 0.821366, -2.011097], [1.062797, -0.509588, 0.126235]], "forces_ev_per_angstrom": [[-0.678, -5.042, -1.437], [-0.911, -0.716, 1.255], [2.186, -0.555, 2.070], [-1.938, -1.918, -2.370], [1.683, 0.247, 2.256], [3.014, -0.821, 2.297], [0.490, 3.025, -3.359], [-0.945, 0.569, -2.433], [-0.861, -0.476, -0.051], [-2.861, 1.706, -1.442], [-0.399, 0.700, -1.230], [-1.030, 2.316, -1.141], [1.094, 0.682, -0.732], [0.709, 0.322, 0.970], [0.938, 2.712, 2.544], [-0.235, 0.201, -0.317], [0.365, -1.845, -0.881], [-0.620, 1.575, -0.054], [-1.939, -0.148, -0.880], [-0.456, -1.772, 0.387], [-2.196, -0.511, 2.374], [2.821, -0.481, 1.047], [1.148, -0.331, 1.509], [0.619, 0.559, -0.384]], "lowdin_charge": [-0.052, -0.103, -0.297, 0.047, 0.090, 0.008, 0.009, -0.017, 0.118, -0.183, 0.017, 0.175, 0.156, 0.057, 0.074, 0.067, 0.076, 0.095, 0.155, 0.164, 0.063, 0.070, 0.170, 0.042]}

***

[5]
{"formula": "C8H13N2O3Si", "method": "ωB97M-V/def2-TZVPD", "largest_force_ev_per_a": 5.18, "homo_lumo_gap_ev": 6.64, "charge": -1, "species": ["C", "C", "C", "C", "C", "C", "C", "C", "N", "N", "O", "O", "O", "Si", "H", "H", "H", "H", "H", "H", "H", "H", "H", "H", "H", "H", "H"], "xyz": [[2.329807, -1.349431, 0.292136], [3.705291, -1.244518, 0.224734], [2.750959, 0.827567, -0.162303], [-1.045860, -1.135806, -0.928205], [-1.853582, -1.436618, 0.374474], [-0.561942, 0.300145, -1.025187], [-0.915229, -0.821461, 1.517326], [0.497890, 0.706328, 0.123341], [3.903348, 0.143141, -0.203350], [1.763227, -0.021739, 0.147269], [4.503047, -2.171953, 0.215007], [2.591496, 2.066624, -0.369406], [-0.383624, 0.485409, 1.377113], [0.980458, 2.608275, 0.267899], [1.812875, -2.168760, 0.721673], [-0.223637, -1.804448, -1.285008], [-1.861495, -1.360518, -1.716807], [-2.774359, -0.890951, 0.373698], [-1.975426, -2.453937, 0.569737], [0.052082, 0.433384, -1.903681], [-1.394307, 0.925442, -1.143852], [-1.622289, -0.534048, 2.308781], [-0.042169, -1.588903, 1.771304], [4.699951, 0.554838, -0.571745], [0.827623, 3.369132, -0.981318], [1.779249, 3.450679, 1.235117], [-0.288754, 3.067265, 0.867656]], "forces_ev_per_angstrom": [[-0.663, 1.053, 0.426], [-2.094, -0.226, -1.762], [0.584, -1.664, 0.150], [-2.036, -1.400, -1.973], [4.283, 2.907, 0.143], [3.130, -0.788, 0.526], [-0.182, -0.876, 0.766], [-3.580, -1.034, 1.592], [-0.778, -0.602, 0.955], [-0.624, 0.980, -0.153], [2.146, -0.108, 0.406], [1.154, -0.122, -0.498], [1.821, -0.259, -2.102], [-0.629, 1.307, -0.203], [-0.493, -0.277, 0.153], [-0.520, 0.081, 1.242], [1.301, 0.749, 0.439], [-0.629, 0.223, -0.154], [-0.349, -1.659, 0.227], [-0.063, -0.199, -0.795], [-0.933, 1.486, 0.534], [0.455, -1.268, 0.700], [-1.981, 1.430, -0.174], [1.743, 0.589, -0.435], [-0.230, 0.229, -0.531], [0.078, -0.326, 0.226], [-0.913, -0.228, 0.293]], "lowdin_charge": [-0.028, -0.539, -0.492, -0.216, -0.148, -0.139, -0.227, -0.343, 0.212, 0.039, -0.065, -0.139, -0.202, 0.461, 0.070, 0.110, 0.114, 0.092, 0.074, 0.103, 0.090, 0.108, 0.135, 0.124, -0.052, -0.048, -0.095]}

***

[6]
{"formula": "C8H13N2OS", "method": "ωB97M-V/def2-TZVPD", "largest_force_ev_per_a": 3.86, "homo_lumo_gap_ev": 5.95, "charge": 1, "species": ["C", "C", "C", "C", "C", "C", "C", "C", "N", "N", "O", "S", "H", "H", "H", "H", "H", "H", "H", "H", "H", "H", "H", "H", "H"], "xyz": [[-2.680154, 0.726808, -1.421170], [-3.606821, -0.216234, -1.643215], [-2.094182, 0.673953, -0.100997], [-1.135204, 1.564884, 0.137955], [2.342123, -1.922409, -0.390257], [2.226039, 1.347460, 0.217843], [1.127387, -1.063436, -0.160441], [1.431464, 0.232523, 0.653828], [-2.450539, -0.462701, 0.617280], [0.978962, 0.317491, 1.887036], [-0.615428, 2.628516, 0.162141], [-3.689933, -1.329813, -0.302411], [-2.385590, 1.527291, -2.029632], [-4.273185, -0.642745, -2.344628], [2.449746, -2.713414, 0.481469], [2.357245, -2.557366, -1.331519], [3.228121, -1.245829, -0.335618], [1.607253, 2.210969, 0.159106], [2.840520, 1.523811, 1.134598], [2.551493, 1.078250, -0.737499], [0.855570, -0.729789, -1.110821], [0.325195, -1.670434, 0.267287], [0.986307, 1.209734, 2.274873], [0.336216, -0.290084, 2.320342], [-2.712593, -0.197442, 1.594443]], "forces_ev_per_angstrom": [[-1.080, -0.470, -0.475], [1.101, -0.626, 2.020], [0.568, 0.046, -0.180], [-0.040, 0.937, -0.775], [1.981, -2.099, 1.578], [-0.075, -0.368, 1.679], [0.280, 0.635, 1.528], [-2.265, -2.871, 1.231], [-0.446, -0.185, 1.635], [0.255, -0.531, -1.915], [0.044, -0.477, 0.656], [0.372, 0.025, 1.084], [0.040, 0.811, -1.142], [-0.295, 0.780, -1.559], [-0.042, 1.696, -1.624], [-0.254, 1.219, 1.022], [-0.242, -0.951, -0.385], [-0.799, 0.874, -0.277], [0.757, 0.119, -1.531], [1.742, 0.278, -1.227], [-0.937, 0.847, -1.562], [-0.130, 0.556, 0.100], [0.386, 1.772, 1.193], [-0.643, -1.302, 0.178], [-0.281, -0.716, -1.250]], "lowdin_charge": [-0.117, -0.344, -0.378, -0.149, -0.090, 0.030, -0.175, -0.244, -0.272, 0.252, 0.133, 0.947, 0.109, 0.061, 0.123, 0.108, 0.083, 0.086, 0.150, 0.097, 0.103, 0.120, 0.121, 0.133, 0.115]}

***

[7]
{"formula": "C8H13N4", "method": "ωB97M-V/def2-TZVPD", "largest_force_ev_per_a": 1.40, "smiles": "C1=N[C@H]2NC[NH+]=C3NCC[C@@]32C1", "homo_lumo_gap_ev": 10.19, "charge": 1, "species": ["C", "N", "C", "N", "C", "N", "C", "N", "C", "C", "C", "C", "H", "H", "H", "H", "H", "H", "H", "H", "H", "H", "H", "H", "H"], "xyz": [[-2.134135, 1.484022, -0.662206], [-2.503895, 0.847768, 0.351061], [-1.439886, 0.071762, 0.919629], [-1.788884, -1.324510, 0.885299], [-1.478809, -1.984225, -0.323990], [-0.003336, -1.979087, -0.542333], [0.639621, -0.882723, -0.234322], [1.932726, -0.707339, -0.108628], [2.282456, 0.654072, 0.277089], [0.972023, 1.164316, 0.880132], [-0.114362, 0.412511, 0.083402], [-0.704271, 1.317309, -1.081092], [-2.808597, 2.125785, -1.204482], [-1.334529, 0.378965, 1.963473], [-1.530637, -1.836015, 1.716507], [-1.816729, -3.018857, -0.308439], [-1.954501, -1.457542, -1.157384], [0.487050, -2.849820, -0.702470], [2.636896, -1.412564, -0.270116], [2.580601, 1.225828, -0.608857], [3.109315, 0.650531, 0.987024], [0.925583, 0.882048, 1.934116], [0.870357, 2.244503, 0.818024], [-0.644950, 0.837051, -2.059546], [-0.183848, 2.269980, -1.138114]], "forces_ev_per_angstrom": [[0.441, 0.054, -0.190], [-0.871, 0.136, 0.262], [0.516, -0.051, 0.019], [-0.173, -0.093, 0.419], [-0.201, 0.074, -0.100], [0.283, -0.210, -0.181], [-0.664, 0.882, -0.488], [0.182, -0.313, -0.021], [0.225, 0.650, 0.046], [0.031, -0.164, 0.029], [-0.441, 0.275, 0.490], [0.693, -1.204, 0.134], [-0.211, 0.156, -0.138], [0.158, -0.115, -0.070], [-0.033, -0.013, -0.032], [0.086, 0.081, -0.061], [0.048, -0.164, 0.055], [-0.019, 0.096, -0.008], [-0.125, -0.065, -0.037], [-0.001, -0.065, 0.125], [-0.068, -0.030, -0.071], [0.014, -0.021, -0.002], [0.000, -0.006, -0.017], [0.017, 0.091, -0.100], [0.115, 0.022, -0.063]], "lowdin_charge": [-0.115, 0.119, -0.290, 0.019, -0.141, 0.152, -0.213, 0.128, -0.113, -0.085, -0.229, -0.048, 0.125, 0.157, 0.136, 0.142, 0.139, 0.167, 0.176, 0.135, 0.134, 0.129, 0.131, 0.125, 0.120]}

***

[8]
{"formula": "C8H13NO", "method": "ωB97M-V/def2-TZVPD", "largest_force_ev_per_a": 2.70, "homo_lumo_gap_ev": 10.41, "charge": 0, "species": ["C", "C", "C", "N", "C", "C", "C", "C", "C", "H", "H", "H", "H", "H", "H", "H", "H", "H", "H", "H", "O", "H", "H"], "xyz": [[0.690364, -2.050507, 0.052001], [0.330455, -0.566042, -0.043946], [1.640803, 0.152999, -0.169228], [2.413131, 0.638293, 0.785581], [-0.788026, -0.183335, -1.060035], [-1.796084, -0.620601, 0.034202], [-0.719250, -0.033554, 0.983408], [-0.823662, 1.460603, 0.631741], [-0.862732, 1.346360, -0.924048], [-0.150470, -2.704784, -0.200645], [1.512339, -2.287073, -0.638074], [1.014307, -2.295808, 1.073412], [-0.795722, -0.609211, -2.070423], [-2.776306, -0.123161, 0.032374], [-1.934197, -1.702101, 0.118399], [-0.662332, -0.308796, 2.044374], [-1.739145, 1.904462, 1.044684], [0.027263, 2.051749, 0.992922], [-0.021205, 1.857482, -1.409702], [-1.791003, 1.746615, -1.353176], [2.195832, 0.511745, -1.274927], [1.942336, 0.692878, 1.683551], [3.093310, 1.121780, -0.332453]], "forces_ev_per_angstrom": [[-0.091, -0.354, 0.076], [0.286, -0.087, -0.196], [1.588, 2.137, -0.466], [-0.780, -0.337, -0.052], [0.000, -0.079, -0.284], [-0.212, -0.147, 0.024], [0.017, -0.033, 0.206], [0.014, 0.167, 0.150], [0.044, 0.213, -0.228], [0.152, 0.157, 0.056], [-0.229, 0.053, 0.175], [0.004, 0.038, -0.274], [0.010, 0.125, 0.291], [0.273, -0.102, 0.003], [0.073, 0.252, -0.003], [-0.014, 0.048, -0.271], [0.213, -0.127, -0.086], [-0.185, -0.141, -0.108], [-0.212, -0.195, 0.147], [0.201, -0.136, 0.125], [-0.110, -0.508, -0.454], [0.727, 0.239, 0.417], [-1.769, -1.181, 0.752]], "lowdin_charge": [-0.007, -0.362, -0.518, 0.105, -0.201, -0.086, -0.212, -0.136, -0.130, 0.081, 0.096, 0.094, 0.150, 0.119, 0.103, 0.143, 0.112, 0.103, 0.109, 0.112, -0.037, 0.075, 0.285]}